No. 1
DFT (wB97M-V/def2-TZVPD) results for one molecule with the formula C19H11F3N2O4S.

XYZ file:
```
40
Properties=species:S:1:pos:R:3:nbo_charge:R:1
O -2.48 -0.65 4.38 -0.44
O -1.25 -2.98 2.93 -0.53
F 0.41 5.83 5.17 -0.32
F -0.97 4.18 5.88 -0.32
F 1.31 3.89 5.72 -0.30
N 0.80 -1.05 -5.48 -0.49
O -1.22 -1.57 -4.34 -0.48
O 0.06 4.13 3.75 -0.50
S -1.36 -0.46 -6.82 0.38
C -1.45 -0.72 3.73 0.45
C -0.94 -1.79 2.86 0.57
C -0.50 -1.06 -5.40 0.36
C 1.18 -0.62 -6.77 -0.05
C 0.19 -0.29 -7.62 -0.44
C -1.30 -2.58 -2.21 -0.26
C 0.33 -0.81 -2.59 -0.26
C 0.94 2.44 2.28 -0.20
C -0.72 1.81 3.95 -0.22
C 0.96 1.14 1.79 -0.24
C -0.84 -2.67 -0.84 -0.13
C 0.82 -0.98 -1.28 -0.18
C -0.70 -1.63 -3.07 0.30
C 0.07 2.81 3.34 0.24
C -0.69 0.51 3.42 -0.11
C 0.16 0.15 2.36 0.19
C 0.20 -1.85 -0.37 -0.09
N 0.05 -1.24 2.07 -0.41
C 0.21 4.45 5.15 1.17
C 0.75 -2.03 1.03 -0.24
H 2.20 -0.58 -7.11 0.22
H 0.35 0.00 -8.65 0.25
H -2.11 -3.18 -2.63 0.23
H 0.85 -0.10 -3.24 0.24
H 1.52 3.23 1.83 0.24
H -1.42 2.08 4.76 0.26
H 1.59 0.85 0.93 0.22
H -1.28 -3.39 -0.17 0.22
H 1.73 -0.45 -1.06 0.21
H 1.82 -1.76 1.05 0.21
H 0.73 -3.07 1.26 0.25
```

Its SMILES is O=C1C(=O)N(Cc2ccc(Oc3nccs3)cc2)c2ccc(OC(F)(F)F)cc21. As for the largest force on an atom: 4.98 eV Å⁻¹. Its relative energy (zero: lowest compared OMol25 entry of this formula, charge and spin) is 2.66 kcal per mole.

No. 2
DFT (wB97M-V/def2-TZVPD) results for C19H12AsF3N2O6PtS2 as an isolated structure.

XYZ file:
```
46
Properties=species:S:1:pos:R:3:nbo_charge:R:1
Pt 0.36 -0.36 -0.87 0.74
F -2.64 4.06 -1.07 -0.31
C -1.52 4.78 -0.97 0.98
F -1.56 5.69 -1.99 -0.35
F -1.62 5.52 0.16 -0.35
C -0.25 3.99 -1.01 -0.27
C 0.92 4.72 -1.22 -0.12
C 2.14 4.07 -1.29 -0.32
C 2.14 2.69 -1.17 0.10
N 1.03 2.02 -0.95 -0.50
C -0.15 2.60 -0.84 0.11
S -1.37 1.42 -0.45 -0.13
H 0.86 5.79 -1.33 0.21
H 3.07 4.62 -1.43 0.21
H 3.04 2.08 -1.23 0.24
O 3.99 0.45 0.85 -1.09
As 3.11 -1.02 0.22 2.43
O 4.35 -2.09 0.25 -1.15
O 2.56 -0.41 -1.27 -1.21
C 1.67 -0.75 1.56 -0.44
C 1.56 0.47 2.22 -0.20
C 0.54 0.67 3.14 -0.23
C -0.36 -0.34 3.44 -0.22
C -0.24 -1.57 2.79 -0.24
C 0.76 -1.77 1.86 -0.22
S 0.98 -3.38 1.12 2.41
O -0.33 -4.00 1.10 -1.01
O 1.95 -4.05 1.97 -1.00
O 1.51 -3.01 -0.20 -1.02
H 4.91 0.21 0.65 0.48
H 2.27 1.25 2.00 0.24
H 0.46 1.63 3.64 0.20
H -1.14 -0.18 4.16 0.19
H -0.93 -2.38 2.99 0.23
N -5.33 -4.86 -1.96 -0.42
C -4.43 -4.17 -1.76 0.33
C -3.31 -3.30 -1.53 -0.27
C -2.23 -3.29 -2.41 -0.15
C -1.17 -2.42 -2.20 -0.27
C -1.16 -1.53 -1.12 -0.06
C -2.23 -1.59 -0.22 -0.29
C -3.29 -2.45 -0.42 -0.09
H -2.22 -3.96 -3.26 0.20
H -0.32 -2.44 -2.88 0.22
H -2.25 -0.94 0.64 0.22
H -4.12 -2.48 0.28 0.20
```

As for the largest force on an atom: 3.37 eV Å⁻¹. Its relative energy (zero: lowest compared OMol25 entry of this formula, charge and spin) is 30.51 kcal per mole. Its total charge is -2.

No. 3
DFT (wB97M-V/def2-TZVPD) results for C19H12BrMnN2O2S5 as an isolated structure.

XYZ file:
```
42
Properties=species:S:1:pos:R:3:nbo_charge:R:1
Mn -1.08 -0.73 0.34 0.68
O 0.60 -0.43 3.82 -0.54
C 0.37 -0.54 2.65 0.73
O -0.85 -0.58 2.12 -0.71
C 1.45 -0.62 1.61 0.12
C 2.79 -0.55 1.98 -0.22
C 3.73 -0.60 1.00 -0.10
C 3.33 -0.75 -0.35 -0.09
C 4.27 -0.83 -1.41 -0.16
C 3.85 -1.03 -2.69 -0.20
C 2.47 -1.18 -2.97 -0.18
C 1.54 -1.10 -1.97 -0.18
C 1.95 -0.85 -0.64 0.14
N 1.02 -0.74 0.37 -0.46
H 3.03 -0.46 3.03 0.26
H 4.79 -0.54 1.23 0.23
H 5.32 -0.74 -1.17 0.23
H 4.57 -1.09 -3.49 0.23
H 2.15 -1.38 -3.98 0.23
H 0.50 -1.26 -2.18 0.20
C -0.75 4.66 1.51 -0.64
C -0.99 3.58 0.49 -0.01
C -1.25 3.86 -0.84 -0.13
C -1.50 2.83 -1.75 -0.25
C -1.46 1.55 -1.26 0.15
Br -1.84 0.03 -2.32 0.18
N -1.19 1.25 0.00 -0.50
C -0.96 2.25 0.87 0.06
H -0.71 5.64 1.05 0.23
H 0.19 4.49 2.05 0.24
H -1.55 4.67 2.25 0.24
H -1.27 4.88 -1.19 0.24
H -1.72 3.02 -2.79 0.25
H -0.76 1.95 1.89 0.23
S -5.97 -5.96 0.28 0.20
C -4.87 -4.79 0.38 -0.61
S -3.18 -5.05 0.05 0.56
C -2.66 -3.42 0.21 -0.37
C -3.67 -2.48 0.49 -0.41
S -3.39 -0.82 0.63 0.30
S -5.26 -3.12 0.66 0.55
S -1.03 -3.00 0.00 0.23
```

As for the largest force on an atom: 2.45 eV Å⁻¹. As for the multiplicity: 2. For the calculated total energy, the calculation gives -6706.9943 a.u. Its total charge is +1.

What did the second record say?
DFT (wB97M-V/def2-TZVPD) results for C19H12AsF3N2O6PtS2 as an isolated structure.

XYZ file:
```
46
Properties=species:S:1:pos:R:3:nbo_charge:R:1
Pt 0.36 -0.36 -0.87 0.74
F -2.64 4.06 -1.07 -0.31
C -1.52 4.78 -0.97 0.98
F -1.56 5.69 -1.99 -0.35
F -1.62 5.52 0.16 -0.35
C -0.25 3.99 -1.01 -0.27
C 0.92 4.72 -1.22 -0.12
C 2.14 4.07 -1.29 -0.32
C 2.14 2.69 -1.17 0.10
N 1.03 2.02 -0.95 -0.50
C -0.15 2.60 -0.84 0.11
S -1.37 1.42 -0.45 -0.13
H 0.86 5.79 -1.33 0.21
H 3.07 4.62 -1.43 0.21
H 3.04 2.08 -1.23 0.24
O 3.99 0.45 0.85 -1.09
As 3.11 -1.02 0.22 2.43
O 4.35 -2.09 0.25 -1.15
O 2.56 -0.41 -1.27 -1.21
C 1.67 -0.75 1.56 -0.44
C 1.56 0.47 2.22 -0.20
C 0.54 0.67 3.14 -0.23
C -0.36 -0.34 3.44 -0.22
C -0.24 -1.57 2.79 -0.24
C 0.76 -1.77 1.86 -0.22
S 0.98 -3.38 1.12 2.41
O -0.33 -4.00 1.10 -1.01
O 1.95 -4.05 1.97 -1.00
O 1.51 -3.01 -0.20 -1.02
H 4.91 0.21 0.65 0.48
H 2.27 1.25 2.00 0.24
H 0.46 1.63 3.64 0.20
H -1.14 -0.18 4.16 0.19
H -0.93 -2.38 2.99 0.23
N -5.33 -4.86 -1.96 -0.42
C -4.43 -4.17 -1.76 0.33
C -3.31 -3.30 -1.53 -0.27
C -2.23 -3.29 -2.41 -0.15
C -1.17 -2.42 -2.20 -0.27
C -1.16 -1.53 -1.12 -0.06
C -2.23 -1.59 -0.22 -0.29
C -3.29 -2.45 -0.42 -0.09
H -2.22 -3.96 -3.26 0.20
H -0.32 -2.44 -2.88 0.22
H -2.25 -0.94 0.64 0.22
H -4.12 -2.48 0.28 0.20
```

As for the largest force on an atom: 3.37 eV Å⁻¹. Its relative energy (zero: lowest compared OMol25 entry of this formula, charge and spin) is 30.51 kcal per mole. Its total charge is -2.

Please write out number 1 again, unchanged.
DFT (wB97M-V/def2-TZVPD) results for one molecule with the formula C19H11F3N2O4S.

XYZ file:
```
40
Properties=species:S:1:pos:R:3:nbo_charge:R:1
O -2.48 -0.65 4.38 -0.44
O -1.25 -2.98 2.93 -0.53
F 0.41 5.83 5.17 -0.32
F -0.97 4.18 5.88 -0.32
F 1.31 3.89 5.72 -0.30
N 0.80 -1.05 -5.48 -0.49
O -1.22 -1.57 -4.34 -0.48
O 0.06 4.13 3.75 -0.50
S -1.36 -0.46 -6.82 0.38
C -1.45 -0.72 3.73 0.45
C -0.94 -1.79 2.86 0.57
C -0.50 -1.06 -5.40 0.36
C 1.18 -0.62 -6.77 -0.05
C 0.19 -0.29 -7.62 -0.44
C -1.30 -2.58 -2.21 -0.26
C 0.33 -0.81 -2.59 -0.26
C 0.94 2.44 2.28 -0.20
C -0.72 1.81 3.95 -0.22
C 0.96 1.14 1.79 -0.24
C -0.84 -2.67 -0.84 -0.13
C 0.82 -0.98 -1.28 -0.18
C -0.70 -1.63 -3.07 0.30
C 0.07 2.81 3.34 0.24
C -0.69 0.51 3.42 -0.11
C 0.16 0.15 2.36 0.19
C 0.20 -1.85 -0.37 -0.09
N 0.05 -1.24 2.07 -0.41
C 0.21 4.45 5.15 1.17
C 0.75 -2.03 1.03 -0.24
H 2.20 -0.58 -7.11 0.22
H 0.35 0.00 -8.65 0.25
H -2.11 -3.18 -2.63 0.23
H 0.85 -0.10 -3.24 0.24
H 1.52 3.23 1.83 0.24
H -1.42 2.08 4.76 0.26
H 1.59 0.85 0.93 0.22
H -1.28 -3.39 -0.17 0.22
H 1.73 -0.45 -1.06 0.21
H 1.82 -1.76 1.05 0.21
H 0.73 -3.07 1.26 0.25
```

Its SMILES is O=C1C(=O)N(Cc2ccc(Oc3nccs3)cc2)c2ccc(OC(F)(F)F)cc21. As for the largest force on an atom: 4.98 eV Å⁻¹. Its relative energy (zero: lowest compared OMol25 entry of this formula, charge and spin) is 2.66 kcal per mole.